P) Here is 2 unconnected molecules or ions with the total composition C5H14NO from the Open Molecules 2025 dataset. Energies are from ωB97M-V/def2-TZVPD.

Each line ends with the natural charge from an NBO analysis.
Element x y z (Å)
1 C 0.4337 1.2855 2.1919  -0.612
2 C 0.9094 -0.1029 1.7491  -0.403
3 C 0.9548 -0.3210 0.2292  -0.416
4 C -0.3873 -0.0834 -0.4417  -0.238
5 C -1.8588 -2.0077 -0.7511  0.125
6 N -1.3809 -1.1007 -0.0145  -0.372
7 H 0.5640 1.3510 3.2667  0.238
8 H 0.9560 2.0652 1.6450  0.218
9 H -0.6285 1.4235 1.9519  0.186
10 H 1.9153 -0.2569 2.1328  0.234
11 H 0.3037 -0.8769 2.2476  0.179
12 H 1.5950 0.4533 -0.1819  0.247
13 H 1.3009 -1.3327 0.0240  0.221
14 H -0.8125 0.8927 -0.2096  0.243
15 H -0.3622 -0.0995 -1.5338  0.243
16 H -2.5668 -2.7109 -0.3426  0.233
17 H -1.5688 -2.0405 -1.7956  0.228
18 H -1.5452 -1.1055 0.9940  0.440
19 H 0.5183 1.9972 -3.3095  0.485
20 H 1.8517 2.0638 -2.5551  0.487
21 O 0.9658 1.6926 -2.5076  -0.967

Computed properties:
LUMO level	-4.775	eV
total charge	+1

Q) Here is 2 unconnected molecules or ions with the total composition C5H14NO from the Open Molecules 2025 dataset. Energies are from ωB97M-V/def2-TZVPD.

Each line ends with the natural charge from an NBO analysis.
Element x y z (Å)
1 C 2.4026 0.5143 -0.6967  -0.620
2 C 2.0246 -0.9135 -0.1955  -0.396
3 C 1.0174 -1.0583 0.9290  -0.492
4 C -0.3732 -0.6008 0.5590  0.163
5 C -1.0123 0.5800 0.7552  -0.383
6 N -1.4153 -1.7621 0.5351  -0.720
7 H 3.3196 0.3361 -1.2998  0.239
8 H 2.5390 1.2040 0.2004  0.214
9 H 1.6896 0.9238 -1.4136  0.214
10 H 2.9506 -1.4290 0.1700  0.232
11 H 1.6677 -1.4747 -1.1403  0.200
12 H 1.0301 -2.1655 1.3738  0.225
13 H 1.4298 -0.4372 1.7923  0.262
14 H -1.8089 0.8756 0.0553  0.242
15 H -0.7193 1.3200 1.5761  0.262
16 H -1.1319 -2.6232 0.0507  0.442
17 H -2.2663 -1.3864 0.0242  0.458
18 H -1.5962 -1.9264 1.5409  0.456
19 H -2.4569 3.3868 -1.7370  0.473
20 H -4.0101 3.5175 -1.8196  0.486
21 O -3.2806 3.1190 -1.2596  -0.958

Computed properties:
LUMO level	-4.327	eV
total charge	+1

R) Here is 2 unconnected molecules or ions with the total composition C5H14NO from the Open Molecules 2025 dataset. Energies are from ωB97M-V/def2-TZVPD.

Each line ends with the natural charge from an NBO analysis.
Element x y z (Å)
1 C -1.4990 1.3589 -0.0297  -0.610
2 C -2.9911 -0.6487 -0.3025  -0.603
3 C -0.5464 -0.9537 0.2223  -0.525
4 C -1.5914 -0.0910 -0.5009  -0.216
5 C 0.9027 -0.7179 0.0202  0.514
6 N 4.0336 -0.0058 -0.0911  -0.913
7 O 1.4903 0.1183 -0.6410  -0.570
8 H -0.4968 1.7553 -0.1798  0.208
9 H -1.7566 1.4352 1.0260  0.206
10 H -2.1894 1.9805 -0.5936  0.229
11 H -3.0647 -1.6622 -0.6866  0.214
12 H -3.2620 -0.6491 0.7506  0.209
13 H -3.7086 -0.0323 -0.8381  0.229
14 H -0.6988 -0.8750 1.3094  0.257
15 H -0.7166 -2.0157 0.0028  0.263
16 H -1.3525 -0.1159 -1.5721  0.209
17 H 1.4979 -1.4268 0.6359  0.110
18 H 4.0999 -0.1280 0.9216  0.438
19 H 4.5543 0.8311 -0.3691  0.445
20 H 4.4283 -0.8223 -0.5632  0.441
21 H 2.9613 0.1193 -0.3914  0.465

Computed properties:
LUMO level	-3.648	eV
total charge	+1

S) Here is 2 unconnected molecules or ions with the total composition C5H14NO from the Open Molecules 2025 dataset. Energies are from ωB97M-V/def2-TZVPD.

Each line ends with the natural charge from an NBO analysis.
Element x y z (Å)
1 C 0.8443 -0.9226 1.2050  -0.622
2 C 1.2387 -0.9500 -0.2762  -0.430
3 C 0.9197 0.4123 -0.9031  -0.405
4 C -0.5566 0.7736 -1.0893  -0.248
5 C -2.1014 0.0418 -2.8666  0.116
6 N -1.2422 -0.1943 -1.9439  -0.366
7 H 1.0956 -1.8077 1.7928  0.242
8 H 1.1199 -0.0233 1.7455  0.223
9 H -0.2492 -0.9540 1.2924  0.192
10 H 2.3327 -0.9223 -0.2827  0.239
11 H 0.9569 -1.8307 -0.8512  0.207
12 H 1.2800 1.2691 -0.3301  0.241
13 H 1.3901 0.4773 -1.8931  0.218
14 H -0.9734 0.7311 -0.0707  0.251
15 H -0.7981 1.7586 -1.4834  0.227
16 H -2.6612 -0.8073 -3.2305  0.248
17 H -2.1628 1.1120 -3.0333  0.231
18 H -1.0919 -1.1668 -1.6702  0.435
19 H 0.8718 1.2296 4.2484  0.469
20 H -0.1897 0.8920 5.2922  0.479
21 O -0.0231 0.8816 4.3482  -0.947

Computed properties:
LUMO level	-5.087	eV
total charge	+1

Most favorable first, least favorable last: R), P), S), Q)